{"formula": "C35H49N11O10P", "method": "wB97M-V/def2-TZVPD", "symbols": ["P", "O", "O", "O", "O", "N", "C", "C", "C", "C", "H", "H", "H", "H", "H", "N", "C", "C", "C", "C", "H", "H", "H", "H", "H", "N", "C", "C", "C", "C", "H", "H", "H", "H", "H", "N", "C", "C", "C", "C", "H", "H", "H", "H", "H", "N", "C", "C", "C", "C", "H", "H", "H", "H", "H", "N", "C", "C", "C", "C", "H", "H", "H", "H", "H", "N", "C", "C", "C", "C", "H", "H", "H", "H", "H", "N", "C", "C", "C", "C", "H", "H", "H", "H", "H", "C", "N", "O", "O", "H", "H", "H", "C", "N", "O", "O", "H", "H", "H", "C", "N", "O", "O", "H", "H", "H"], "positions_angstrom": [[0.2963, 0.0198, 0.0551], [1.0840, 0.7998, 0.9727], [0.9645, -0.1799, -1.4594], [-1.0813, 0.5983, -0.0725], [0.1340, -1.3092, 0.4604], [0.5612, -3.7676, 1.0754], [0.2070, -4.7258, 0.1769], [0.3738, -6.0944, 1.0137], [0.6686, -5.6930, 2.4553], [0.7143, -4.1300, 2.4224], [0.4343, -2.6731, 0.8043], [0.0511, -4.6514, -0.8306], [0.1970, -7.0084, 0.5249], [0.5851, -6.5684, 3.1592], [0.8723, -3.4176, 3.1904], [0.9692, 1.2108, -3.4317], [-0.1854, 1.7783, -3.8857], [0.1171, 2.5123, -5.0856], [1.6077, 2.2683, -5.3957], [2.1440, 1.5458, -4.2089], [0.9730, 0.5100, -2.5589], [-1.0762, 1.5746, -3.1911], [-0.4775, 3.0951, -5.6955], [2.2047, 2.7519, -6.2241], [3.2990, 1.2409, -4.1706], [-2.1961, 1.8710, 1.6790], [-3.5412, 1.8013, 2.0494], [-3.8578, 2.6041, 3.3622], [-2.5643, 3.3026, 3.5839], [-1.5559, 2.7856, 2.5942], [-1.5340, 1.2387, 1.0189], [-4.2686, 1.3154, 1.5785], [-4.8987, 2.6862, 3.8347], [-2.1789, 3.8744, 4.3817], [-0.5027, 2.9185, 2.3964], [2.3532, -1.7967, -2.5434], [2.5399, -2.9849, -1.9059], [3.1026, -4.0047, -2.8681], [3.3210, -3.3136, -4.1251], [2.7702, -1.8013, -3.8730], [1.8169, -1.0332, -2.0052], [2.0479, -3.1652, -0.8564], [3.2407, -5.1251, -2.6324], [3.7273, -3.3829, -4.9957], [2.7803, -0.9314, -4.6496], [2.6287, 0.2779, 2.9473], [3.8137, 0.9784, 2.7800], [4.6743, 0.6688, 3.9857], [3.8754, -0.2466, 4.9230], [2.5722, -0.4473, 4.1060], [1.9919, 0.2578, 2.3778], [4.1478, 1.6068, 2.0367], [5.6090, 1.0884, 4.2900], [4.1549, -0.7601, 5.7822], [1.5349, -1.1177, 4.2392], [-2.4520, -1.9633, 0.9965], [-2.9018, -3.3665, 1.2109], [-4.4822, -3.3422, 1.2153], [-4.8790, -1.9979, 0.7194], [-3.5685, -1.2501, 0.5669], [-1.5526, -1.5566, 0.5636], [-2.0698, -4.0851, 1.5689], [-5.0716, -4.1760, 1.6751], [-5.8973, -1.8319, 0.5693], [-3.3626, -0.2026, 0.2036], [1.2271, 3.1961, 0.6391], [0.1625, 3.7966, -0.0108], [0.5569, 5.3342, -0.1155], [1.8812, 5.4177, 0.7337], [2.2292, 3.9986, 1.0880], [1.3250, 2.1221, 0.7275], [-0.6779, 3.1463, -0.2140], [0.0143, 6.1045, -0.6566], [2.5285, 6.2446, 0.9519], [3.1372, 3.6047, 1.7819], [-2.9709, 1.7073, -1.4426], [-3.6222, 2.8598, -1.0980], [-4.8150, 3.0953, -2.0029], [-4.6328, 1.9171, -3.0819], [-3.4399, 1.0505, -2.5045], [-2.2524, 1.3571, -0.9046], [-3.1515, 3.1608, -0.1226], [-5.6086, 3.9651, -1.9884], [-5.3733, 1.7291, -3.9366], [-2.8264, -0.0027, -2.7719], [3.7310, 0.8948, -0.9326], [4.8746, 1.7787, -1.2083], [5.5436, 1.5028, -2.1955], [5.2609, 2.5933, -0.2762], [3.0581, 1.4039, -0.3501], [4.0606, 0.2277, -0.4105], [3.0979, 0.7135, -1.7973], [-1.3678, -1.9451, -2.2879], [-2.1667, -2.8547, -3.1997], [-1.7103, -4.0094, -3.4661], [-3.0336, -2.3139, -3.9362], [-0.7350, -1.1554, -2.7194], [-0.6221, -2.4724, -1.6809], [-2.1128, -1.5843, -1.6080], [-0.8411, -0.2378, 3.3973], [-1.0304, -0.2331, 4.8494], [-2.0374, -0.7617, 5.2979], [-0.2381, 0.3520, 5.5577], [-1.8451, -0.1033, 2.9184], [-0.3323, -1.2803, 3.0663], [-0.2505, 0.5999, 3.0289]], "forces_ev_per_angstrom": [[0.8, 2.5, -7.8], [3.1, 1.8, 2.6], [-1.6, 1.4, 3.8], [-1.3, 0.9, -1.0], [-0.8, -8.9, 3.2], [-1.2, 1.4, 0.7], [2.3, -5.2, 7.4], [-0.1, 7.0, 0.8], [-1.4, 1.9, -4.4], [-0.3, -5.7, -2.8], [0.4, -1.5, 0.5], [-0.3, 0.7, -2.2], [-0.1, -1.2, 0.0], [0.5, 1.8, -0.1], [0.2, 0.4, 0.4], [2.9, 0.4, -1.3], [1.2, 0.5, -0.8], [3.8, -2.8, 1.7], [-1.4, -0.1, 3.5], [-2.1, 1.0, -3.2], [-0.2, 1.3, -0.3], [1.2, 0.8, -1.7], [-1.4, 0.9, -0.9], [-0.8, -0.7, 1.1], [-3.2, 0.3, 0.7], [-1.3, 2.8, 3.9], [2.8, 3.8, 5.7], [2.9, -0.8, -4.2], [1.0, -3.5, -3.3], [-4.4, -0.7, 0.4], [-1.4, 0.5, -0.2], [-2.4, -2.2, -2.2], [2.0, 0.0, -0.8], [-0.2, 0.7, 0.9], [0.0, 0.5, 0.6], [1.5, -1.3, -2.2], [-0.1, -2.5, -1.1], [-0.6, 1.9, 0.4], [-4.8, 5.6, 7.9], [1.5, -4.3, 0.1], [0.1, -0.2, -0.1], [1.4, 0.5, -2.3], [-0.1, 2.2, -0.4], [2.6, -1.6, -5.1], [-0.3, -1.7, 2.1], [10.5, 0.2, 9.1], [1.7, -3.0, 6.3], [-5.0, -1.6, -0.5], [-3.1, 2.3, -7.3], [1.2, -0.9, 2.0], [-8.7, 0.0, -8.1], [-0.1, 1.1, -1.9], [0.4, 0.3, -0.4], [0.4, -0.6, 1.3], [3.4, 2.0, 0.0], [-3.7, -2.1, -2.2], [-2.0, 2.2, 1.1], [5.3, 1.6, -0.4], [6.4, -1.9, 1.3], [-2.6, -0.5, 0.7], [-0.6, -1.3, 1.3], [-1.9, 1.1, -0.6], [0.5, 1.0, -0.9], [-1.1, 1.2, -0.4], [-0.6, -1.5, 0.4], [0.1, 0.7, -0.2], [3.8, 4.7, 0.6], [2.1, -5.0, 3.0], [-2.6, -4.5, -1.8], [-0.1, 3.4, 0.3], [-0.7, 1.0, 0.2], [0.0, 0.5, -0.5], [0.1, -0.2, 0.4], [-0.1, 0.4, -0.1], [-2.5, 1.0, -2.1], [-3.5, 2.0, -2.1], [-2.1, -0.1, -0.9], [3.3, -2.8, -0.6], [1.7, 0.2, 3.8], [-2.4, 0.1, -2.9], [2.4, -1.1, 1.4], [-1.4, 0.9, -1.1], [2.0, -2.1, 0.0], [1.6, 0.1, 1.5], [-2.4, 3.3, 0.2], [-3.6, 7.6, -6.2], [2.4, 1.1, 2.0], [-0.6, 1.0, 0.8], [-1.4, -2.3, -3.2], [-1.3, 1.6, 1.7], [3.7, -8.3, 5.2], [1.0, -0.6, -0.3], [0.2, -0.9, 1.1], [1.7, -0.7, -4.2], [-1.5, 2.7, 1.5], [1.4, -1.1, 2.4], [-0.9, -0.2, -0.8], [-0.5, -0.6, -0.4], [-0.3, 0.6, 0.3], [0.1, -2.0, -2.1], [-0.9, 0.5, 0.8], [0.2, -0.3, -0.3], [0.5, 0.0, -0.1], [0.9, -0.7, 0.7], [-1.4, 2.4, 0.8], [0.3, -0.2, 0.7]], "lowdin_charge": [0.0357, -0.2582, -0.3473, -0.3002, -0.2757, -0.0713, -0.1059, -0.0824, -0.1010, -0.1077, 0.0796, 0.0459, 0.0109, 0.0511, 0.0444, -0.0321, -0.1425, -0.1130, -0.1232, -0.1537, -0.0057, 0.1022, 0.0147, 0.0550, 0.1144, -0.0336, -0.1413, -0.0726, -0.1200, -0.1055, 0.0322, 0.0208, 0.0683, 0.0326, 0.0761, -0.0443, -0.1463, -0.1387, -0.0891, -0.0700, -0.0132, 0.1085, 0.0780, -0.0404, 0.0849, 0.0333, -0.0760, -0.0800, -0.0590, -0.0858, -0.0520, 0.0369, 0.0365, 0.0125, 0.1323, -0.0043, -0.0595, -0.1100, -0.0929, -0.1509, 0.0850, 0.0783, 0.0561, 0.0292, 0.0804, -0.0745, -0.0812, -0.0484, -0.1097, -0.1653, 0.0168, 0.0616, 0.0237, 0.0207, 0.1247, -0.0684, -0.1404, -0.0893, -0.0774, -0.1295, 0.0047, 0.0964, 0.0714, 0.0479, 0.1344, 0.0631, -0.3403, 0.0473, -0.0100, 0.0505, 0.0210, 0.0826, 0.0250, -0.3400, 0.0075, 0.0073, 0.0985, 0.0773, 0.0518, -0.0043, -0.4446, 0.0327, 0.0372, 0.0925, 0.1337, 0.0623], "charge": -3, "gap_ev": 6.82, "homo_ha": -0.0311, "fmax_ha_per_bohr": 0.270}